w:
This record from OMol25 describes a cluster of 2 separate species, C4H15N2O2 in total. The level of theory is ωB97M-V with the def2-TZVPD basis set.

Computed properties:
Total charge ... +1
Lowest unoccupied orbital energy ... -2.85 eV
HOMO level ... -0.510 Ha
Kohn-Sham gap ... 11.04 eV

Atoms and positions in Å:
N 1.65 0.14 0.67
C 0.60 -0.86 0.32
C -0.15 -0.35 -0.90
C 0.58 -0.50 -2.24
O -0.37 1.05 -0.58
C -0.28 -1.01 1.54
N 0.59 -1.48 2.63
H 1.14 1.00 0.84
H 2.07 -0.16 1.56
H 2.35 0.28 -0.06
H 1.09 -1.80 0.10
H -1.12 -0.83 -0.89
H 1.30 -1.31 -2.16
H -0.15 -0.74 -3.00
H 1.21 0.37 -2.43
H -1.19 1.38 -0.96
H -1.05 -1.72 1.31
H -0.77 -0.08 1.85
H 0.78 -2.46 2.48
H 0.24 -1.29 3.56
H -2.52 4.02 -0.74
H -3.47 3.12 -1.52
O -2.53 3.27 -1.35

Atomic partial charges in e from the Löwdin method, atoms 1 to 6: N 0.234; C -0.267; C -0.352; C -0.010; O -0.047; C -0.206

x:
This record from OMol25 describes a cluster of 3 separate species, C4H15N2O2 in total. The level of theory is ωB97M-V with the def2-TZVPD basis set.

Computed properties:
Total charge ... +1
Lowest unoccupied orbital energy ... -2.83 eV
HOMO level ... -0.469 Ha
Kohn-Sham gap ... 9.93 eV

Atoms and positions in Å:
C -1.02 -0.53 -1.07
C -0.31 -1.03 0.21
C 0.46 0.07 0.82
C 1.79 0.02 1.00
N -0.24 1.23 1.47
N -2.15 0.34 -0.74
H -0.28 -0.10 -1.79
H -1.28 -1.48 -1.49
H -0.04 -2.06 0.08
H -1.14 -1.27 0.94
H 2.37 -0.83 0.70
H 2.38 0.92 1.23
H -1.26 1.10 1.31
H -0.03 2.14 1.02
H -0.09 1.19 2.48
H -3.03 -0.15 -0.65
H -2.16 1.19 -1.27
H 0.87 4.15 0.15
H 1.77 2.96 -0.42
O 1.02 3.21 0.12
H 0.57 -3.70 -2.25
H 0.35 -4.32 -0.93
O 0.54 -3.45 -1.31

Atomic partial charges in e from the Löwdin method, atoms 1 to 6: C -0.251; C -0.167; C -0.302; C 0.107; N 0.218; N 0.009

y:
This record from OMol25 describes a cluster of 2 separate species, C4H15N2O2 in total. The level of theory is ωB97M-V with the def2-TZVPD basis set.

Computed properties:
Total charge ... +1
Lowest unoccupied orbital energy ... -3.04 eV
HOMO level ... -0.533 Ha
Kohn-Sham gap ... 11.47 eV

Atoms and positions in Å:
C -1.11 1.56 -0.50
O -0.81 2.75 0.31
C -0.21 0.42 -0.02
C 0.06 -0.78 -1.02
C 1.52 -1.20 -1.10
N 2.09 -1.52 0.22
N 1.00 0.90 0.68
H -0.83 1.92 -1.50
H -2.17 1.35 -0.53
H -1.64 2.93 0.78
H -0.76 -0.14 0.74
H -0.39 -0.58 -1.98
H -0.54 -1.59 -0.60
H 2.12 -0.48 -1.67
H 1.66 -2.03 -1.81
H 1.49 -0.07 0.89
H 3.10 -1.63 0.18
H 1.72 -2.43 0.51
H 0.66 1.48 1.43
H 1.71 1.39 0.14
H -2.50 -0.37 2.18
H -3.02 -1.39 1.16
O -3.15 -0.50 1.52

Atomic partial charges in e from the Löwdin method, atoms 1 to 6: C -0.157; O -0.070; C -0.278; C -0.104; C -0.252; N -0.001

z:
This record from OMol25 describes a cluster of 2 separate species, C4H15N2O2 in total. The level of theory is ωB97M-V with the def2-TZVPD basis set.

Computed properties:
Total charge ... +1
Lowest unoccupied orbital energy ... -3.14 eV
HOMO level ... -0.512 Ha
Kohn-Sham gap ... 10.80 eV

Atoms and positions in Å:
N 0.36 1.56 1.14
C 0.51 0.06 0.76
C 1.40 0.24 -0.52
C 1.53 -1.25 -1.09
O 2.70 0.60 -0.15
C -0.87 -0.47 0.68
N -1.38 -0.83 2.00
H 1.21 2.02 1.54
H 0.10 2.14 0.35
H -0.43 1.70 1.80
H 1.06 -0.39 1.61
H 0.96 0.90 -1.26
H 2.04 -1.77 -0.27
H 0.57 -1.79 -1.07
H 1.99 -1.32 -2.05
H 3.20 -0.22 -0.16
H -1.11 -1.15 -0.14
H -1.55 0.36 0.25
H -1.42 -1.85 2.03
H -2.34 -0.66 2.25
H -3.45 0.28 -2.39
H -2.58 1.38 -2.79
O -2.50 0.45 -2.51

Atomic partial charges in e from the Löwdin method, atoms 1 to 6: N 0.202; C -0.219; C -0.358; C 0.000; O -0.015; C -0.256

In terms of stability, w leads; the second structure lies 0.840 eV higher.

w:
This record from OMol25 describes the molecule C3H4Cl2S. The level of theory is ωB97M-V with the def2-TZVPD basis set.

Computed properties:
Total charge ... 0
Lowest unoccupied orbital energy ... 0.68 eV
HOMO level ... -0.310 Ha
SMILES string ... CSC=C(Cl)Cl
Kohn-Sham gap ... 9.11 eV

Atoms and positions in Å:
C -3.12 -0.84 0.10
C -0.39 -0.63 -0.03
C 0.82 -0.05 -0.10
H -4.15 -0.36 0.16
H -3.29 -1.49 -0.84
H -3.03 -1.41 1.03
H -0.59 -1.77 -0.15
S -1.78 0.42 -0.06
Cl 1.04 1.63 0.04
Cl 2.24 -1.19 0.02

Atomic partial charges in e from the Löwdin method, atoms 1 to 6: C -0.418; C -0.594; C -1.196; H 0.046; H 0.064; H 0.032

x:
This record from OMol25 describes the molecule C3H4Cl2S. The level of theory is ωB97M-V with the def2-TZVPD basis set.

Computed properties:
Total charge ... 0
Lowest unoccupied orbital energy ... -0.64 eV
HOMO level ... -0.333 Ha
SMILES string ... CC(=S)C(Cl)Cl
Kohn-Sham gap ... 8.41 eV

Atoms and positions in Å:
C 0.70 0.89 0.62
C 0.11 0.24 -0.52
C -0.69 -1.10 -0.34
H 1.20 1.76 0.28
H -0.27 1.35 1.17
H 1.55 0.45 1.39
H -1.19 -1.15 -1.19
S 0.05 0.71 -2.10
Cl -1.85 -0.74 0.85
Cl 0.39 -2.40 -0.15

Atomic partial charges in e from the Löwdin method, atoms 1 to 6: C -0.184; C -0.930; C -1.290; H 0.038; H 0.121; H 0.162

In terms of stability, w leads; the second structure lies 0.682 eV higher.

w:
This record from OMol25 describes a cluster of 2 separate species, CH5NS in total. The level of theory is ωB97M-V with the def2-TZVPD basis set.

Computed properties:
Total charge ... 0
Lowest unoccupied orbital energy ... 0.90 eV
HOMO level ... -0.356 Ha
SMILES string ... C=N.S
Kohn-Sham gap ... 10.60 eV

Atoms and positions in Å:
S -1.72 1.22 -0.01
H -1.97 0.13 -0.74
C 1.47 -1.71 0.05
N 2.25 -0.73 -0.09
H 1.55 -2.50 0.81
H 0.58 -1.84 -0.57
H -0.62 0.64 0.50
H 2.84 -0.61 0.74

Atomic partial charges in e from the Löwdin method, atoms 1 to 6: S 0.470; H -0.232; C -0.163; N 0.019; H 0.062; H 0.052

x:
This record from OMol25 describes the molecule CH5NS. The level of theory is ωB97M-V with the def2-TZVPD basis set.

Computed properties:
Total charge ... 0
Lowest unoccupied orbital energy ... 0.97 eV
HOMO level ... -0.335 Ha
SMILES string ... CNS
Kohn-Sham gap ... 10.09 eV

Atoms and positions in Å:
C 0.35 -0.02 0.62
N -0.40 0.56 -0.58
S -1.53 -0.50 -1.28
H 1.40 -0.43 0.18
H 0.70 0.70 1.19
H -0.19 -0.81 1.03
H -0.89 1.42 -0.31
H -0.96 -0.39 -2.44

Atomic partial charges in e from the Löwdin method, atoms 1 to 6: C -0.158; N -0.532; S 0.684; H 0.121; H -0.001; H 0.026

y:
This record from OMol25 describes a cluster of 2 separate species, CH5NS in total. The level of theory is ωB97M-V with the def2-TZVPD basis set.

Computed properties:
Total charge ... 0
Lowest unoccupied orbital energy ... 0.84 eV
HOMO level ... -0.366 Ha
SMILES string ... C=N.S
Kohn-Sham gap ... 10.81 eV

Atoms and positions in Å:
S 0.73 1.36 1.19
H -0.42 0.92 0.68
C -0.25 -1.34 -1.56
N -1.35 -1.81 -1.14
H 0.57 -1.12 -0.87
H -0.19 -1.14 -2.62
H 0.42 2.64 1.14
H -1.29 -2.00 -0.14

Atomic partial charges in e from the Löwdin method, atoms 1 to 6: S 0.479; H -0.232; C -0.155; N 0.011; H 0.045; H 0.058

In terms of stability, y leads; the second structure lies 0.102 eV higher.

w:
This record from OMol25 describes the molecule C3H4O3. The level of theory is ωB97M-V with the def2-TZVPD basis set.

Computed properties:
Total charge ... 0
Lowest unoccupied orbital energy ... 0.26 eV
HOMO level ... -0.337 Ha
Kohn-Sham gap ... 9.42 eV

Atoms and positions in Å:
O 1.50 1.45 0.32
C 0.25 0.94 0.11
C -0.19 -0.33 0.60
O -0.70 0.80 1.21
C -0.59 -1.22 -1.45
O -1.07 -1.10 -0.23
H 2.06 0.77 0.72
H -0.21 1.37 -0.77
H 0.40 -1.00 1.22
H -1.34 -1.88 -1.94

Atomic partial charges in e from the Löwdin method, atoms 1 to 6: O 0.070; C -0.318; C -0.326; O 0.078; C 0.099; O -0.068

x:
This record from OMol25 describes the molecule C3H4O3. The level of theory is ωB97M-V with the def2-TZVPD basis set.

Computed properties:
Total charge ... 0
Lowest unoccupied orbital energy ... 0.44 eV
HOMO level ... -0.349 Ha
Kohn-Sham gap ... 9.94 eV

Atoms and positions in Å:
O 1.91 0.63 -0.32
C 1.37 -0.38 0.49
C -0.11 -0.54 0.58
O -0.65 0.32 -0.29
C -2.05 0.23 -0.38
O -2.58 -0.59 -1.04
H 1.22 0.93 -0.92
H 1.72 -1.38 0.19
H 1.72 -0.25 1.52
H -2.52 1.04 0.18

Atomic partial charges in e from the Löwdin method, atoms 1 to 6: O -0.052; C -0.291; C 0.040; O -0.056; C -0.273; O 0.147

y:
This record from OMol25 describes the molecule C3H4O3. The level of theory is ωB97M-V with the def2-TZVPD basis set.

Computed properties:
Total charge ... 0
Lowest unoccupied orbital energy ... 0.86 eV
HOMO level ... -0.375 Ha
SMILES string ... O=CCOC=O
Kohn-Sham gap ... 11.06 eV

Atoms and positions in Å:
O 1.30 1.22 -0.97
C 1.26 0.39 -0.09
C 0.36 -0.84 -0.16
O -0.96 -0.51 -0.60
C -1.54 0.43 0.16
O -1.00 0.97 1.09
H 1.90 0.45 0.81
H 0.75 -1.54 -0.90
H 0.31 -1.33 0.82
H -2.56 0.63 -0.18

Atomic partial charges in e from the Löwdin method, atoms 1 to 6: O 0.076; C -0.243; C -0.129; O -0.011; C -0.326; O 0.083

In terms of stability, y leads; the second structure lies 2.655 eV higher.

w:
This record from OMol25 describes the molecule C3H4O3. The level of theory is ωB97M-V with the def2-TZVPD basis set.

Computed properties:
Total charge ... 0
Lowest unoccupied orbital energy ... 0.02 eV
HOMO level ... -0.369 Ha
SMILES string ... O=CC(O)C=O
Kohn-Sham gap ... 10.06 eV

Atoms and positions in Å:
O -0.09 -0.78 -1.40
C 0.27 0.19 -0.45
C 1.04 -0.47 0.70
O 2.00 0.00 1.24
C -0.99 0.83 0.14
O -1.81 0.14 0.70
H -0.80 -1.32 -1.02
H 0.91 0.93 -0.93
H 0.61 -1.46 0.99
H -1.13 1.92 0.03

Atomic partial charges in e from the Löwdin method, atoms 1 to 6: O -0.005; C -0.319; C -0.197; O 0.084; C -0.171; O 0.077

x:
This record from OMol25 describes a cluster of 2 separate species, C3H4O3 in total. The level of theory is ωB97M-V with the def2-TZVPD basis set.

Computed properties:
Total charge ... 0
Lowest unoccupied orbital energy ... 0.58 eV
HOMO level ... -0.366 Ha
Kohn-Sham gap ... 10.53 eV

Atoms and positions in Å:
O -0.30 1.38 0.78
C 0.42 0.56 0.00
C 1.01 -0.60 0.60
O 0.24 -1.08 -0.44
C -1.88 -0.47 -0.87
O -2.24 -1.36 -1.48
H -0.64 2.15 0.29
H 0.69 0.96 -0.97
H 0.60 -0.83 1.58
H 2.09 -0.71 0.52

Atomic partial charges in e from the Löwdin method, atoms 1 to 6: O 0.044; C -0.251; C -0.229; O -0.161; C 0.015; O 0.063

y:
This record from OMol25 describes the molecule C3H4O3. The level of theory is ωB97M-V with the def2-TZVPD basis set.

Computed properties:
Total charge ... 0
Lowest unoccupied orbital energy ... -0.16 eV
HOMO level ... -0.364 Ha
SMILES string ... O=CCOC=O
Kohn-Sham gap ... 9.74 eV

Atoms and positions in Å:
C -0.28 1.47 -0.20
C -0.28 -0.97 0.82
C 0.46 -0.84 -0.44
O -0.98 2.36 -0.68
O -0.91 -0.01 1.29
O -0.16 0.49 -1.12
H 0.60 1.65 0.44
H -0.24 -1.94 1.32
H 0.29 -1.68 -1.11
H 1.49 -0.52 -0.31

Atomic partial charges in e from the Löwdin method, atoms 1 to 6: C -0.428; C -0.181; C -0.015; O 0.054; O 0.061; O -0.038

In terms of stability, w leads; the second structure lies 1.035 eV higher.